1.
C41H42F6N5 | the ωB97M-V functional and the def2-TZVPD basis

XYZ file:
```
94
Properties=species:S:1:pos:R:3:lowdin_charge:R:1
C 4.21284 3.16741 -0.72635 -0.03
N 3.63573 1.85584 -1.01131 -0.10
C 4.14541 0.76831 -0.17852 -0.01
C 2.66327 1.70429 -1.91973 -0.27
N 1.67608 0.72904 -1.71782 0.03
C 1.39167 -0.16023 -2.86605 -0.07
C 1.92719 -1.57003 -2.68353 -0.22
C 1.03264 -2.58604 -2.34113 -0.04
C 1.48204 -3.88558 -2.14346 -0.07
C 2.82124 -4.20951 -2.34461 -0.07
C 3.71488 -3.20617 -2.71827 -0.07
C 3.28430 -1.88505 -2.87227 -0.05
N 2.64174 2.49308 -3.00452 -0.11
C 3.86870 3.04150 -3.59853 -0.02
C 1.39449 2.82442 -3.70015 -0.01
H 3.51363 3.94685 -1.04372 0.10
H 4.34368 3.21221 0.35854 0.10
H 5.18926 3.27173 -1.22080 0.10
H 4.28882 -0.16023 -0.74932 0.09
H 5.12901 1.06851 0.18474 0.10
H 3.50565 0.62951 0.69944 0.10
H 0.33524 -0.14664 -3.18668 0.14
H 1.91884 0.29067 -3.71372 0.12
H -0.02416 -2.34183 -2.20768 0.12
H 0.76779 -4.64850 -1.84260 0.11
H 3.14020 -5.24579 -2.24279 0.11
H 4.76580 -3.45539 -2.87267 0.11
H 3.99882 -1.10166 -3.15641 0.11
H 4.73747 2.42617 -3.35536 0.10
H 3.75508 3.08198 -4.68181 0.10
H 4.03137 4.06137 -3.24817 0.09
H 0.52738 2.62145 -3.05173 0.09
H 1.40612 3.90555 -3.91800 0.11
H 1.29422 2.27751 -4.65572 0.11
F -7.03992 1.47386 -2.67145 0.14
C -5.96622 2.16169 -2.20300 -0.52
F -4.86400 1.75671 -2.91899 0.11
F -6.15298 3.49473 -2.50969 0.11
C -5.71757 2.02830 -0.72637 -0.03
N -4.54645 2.83452 -0.37897 -0.04
C -4.83486 4.03827 0.30987 -0.23
C -5.58314 3.97500 1.50202 -0.02
C -6.07777 5.13447 2.08970 -0.07
C -5.89235 6.37446 1.46029 -0.08
C -5.13991 6.44798 0.27742 -0.07
C -4.57067 5.29428 -0.26922 -0.03
C -3.26043 2.35428 -0.56076 -0.19
C -2.14474 3.22948 -0.57890 0.01
C -0.83861 2.74415 -0.70748 -0.04
C -0.57739 1.36569 -0.70978 -0.19
C 0.85043 0.81258 -0.50489 -0.16
C 0.85955 -0.45213 0.37444 -0.16
C 2.01941 -1.20316 0.35716 -0.09
C 2.28814 -2.26325 1.20271 0.01
C 1.28657 -2.72544 2.07190 -0.21
N 1.50987 -3.88076 2.79381 -0.04
C 2.25861 -4.96737 2.17002 -0.02
C 1.29592 -5.84696 1.42010 -0.52
F 1.86611 -6.63440 0.46238 0.12
F 0.61733 -6.65255 2.29734 0.12
F 0.33552 -5.08470 0.77893 0.10
C 0.90103 -4.16447 4.02746 -0.23
C -0.49538 -4.29852 4.12387 -0.03
C -1.07711 -4.75807 5.30649 -0.06
C -0.27106 -5.03274 6.41399 -0.08
C 1.11199 -4.82524 6.35134 -0.07
C 1.70762 -4.45197 5.15074 -0.01
C 0.11261 -1.96397 2.14447 0.01
C -0.11433 -0.87389 1.29951 -0.01
C -1.67590 0.51157 -0.81862 -0.05
C -2.98668 0.97648 -0.68122 0.00
H -6.58010 2.46959 -0.22509 0.14
H -5.57760 0.97513 -0.49298 0.13
H -5.78822 2.99325 1.93547 0.12
H -6.62107 5.07175 3.03647 0.11
H -6.31932 7.28209 1.90057 0.11
H -4.98958 7.40991 -0.22391 0.11
H -3.97095 5.33890 -1.18224 0.12
H -2.32600 4.30220 -0.50065 0.10
H -0.01875 3.46234 -0.78251 0.11
H 1.31115 1.55908 0.16803 0.16
H 2.74455 -0.96039 -0.40759 0.06
H 3.26702 -2.74579 1.16882 0.12
H 2.97328 -4.58617 1.44495 0.12
H 2.70627 -5.56684 2.96499 0.14
H -1.10415 -4.08776 3.23928 0.11
H -2.16247 -4.89023 5.33259 0.11
H -0.72242 -5.37915 7.33605 0.10
H 1.74151 -4.96111 7.23169 0.11
H 2.79930 -4.36300 5.03837 0.12
H -0.65865 -2.28229 2.83932 0.09
H -1.11807 -0.43895 1.33324 0.11
H -1.49944 -0.55871 -0.95894 0.12
H -3.79599 0.25250 -0.61187 0.11
```

Values from the calculation:
Net charge   +1
Largest force on an atom   2.0 eV/Å
LUMO energy   -2.14 eV

***

2.
C41H42IN3O6Sb2Sn | the ωB97M-V functional and the def2-TZVPD basis

XYZ file:
```
96
Properties=species:S:1:pos:R:3:lowdin_charge:R:1
Sn -0.75514 1.33753 -0.82626 1.52
O -4.96682 1.18559 -0.02608 0.07
C -3.81764 1.55389 -0.20344 -0.60
O -2.99433 1.18870 -1.13669 -0.23
C -3.22270 2.59535 0.73375 -0.18
C -3.92060 3.33578 1.66810 0.02
C -3.23484 4.34346 2.34275 -0.02
C -1.90106 4.61043 2.04176 0.03
C -1.28397 3.81867 1.09486 -0.17
N -1.93707 2.82509 0.51649 0.02
C 0.11175 4.02204 0.53293 -0.60
O 0.85287 4.83341 1.06079 0.07
O 0.35280 3.28521 -0.50686 -0.22
H -4.97100 3.12809 1.83183 0.13
H -3.74972 4.94432 3.08334 0.11
H -1.34704 5.41986 2.49963 0.13
C -2.20963 -0.96391 2.10874 -0.41
C -1.70982 -0.36883 3.43857 -0.37
C -0.23690 0.07951 3.43672 -0.39
Sb 1.21165 -1.47492 3.04777 1.40
C 2.97249 -0.38212 3.64665 -0.40
C 4.17857 -0.73020 3.03712 -0.17
C 5.35913 -0.06251 3.35118 -0.10
C 5.34053 0.97944 4.26905 -0.09
C 4.14724 1.33039 4.89006 -0.08
C 2.97431 0.64532 4.58864 -0.13
C 1.07224 -2.43480 4.97365 -0.39
C 0.28549 -1.97113 6.02654 -0.13
C 0.28384 -2.62524 7.25478 -0.09
C 1.07045 -3.75340 7.44557 -0.10
C 1.86187 -4.22478 6.40479 -0.09
C 1.85673 -3.57214 5.17904 -0.15
Sb -1.76444 -3.05322 1.75537 1.41
C -2.39009 -3.01531 -0.29922 -0.40
C -1.59746 -3.61147 -1.28197 -0.15
C -2.02000 -3.64363 -2.60782 -0.11
C -3.22989 -3.06128 -2.96364 -0.10
C -4.01667 -2.44894 -1.99445 -0.07
C -3.60464 -2.43441 -0.66773 -0.12
C -3.63708 -3.82534 2.47374 -0.40
C -3.94990 -5.15161 2.16737 -0.15
C -5.11967 -5.73168 2.64020 -0.09
C -5.98741 -4.99433 3.43892 -0.10
C -5.68397 -3.67728 3.75465 -0.09
C -4.51324 -3.09633 3.27508 -0.13
H -1.76135 -0.42998 1.26706 0.00
H -3.29155 -0.85657 2.00557 0.05
H -1.88574 -1.08047 4.25006 0.08
H -2.31746 0.50904 3.67272 0.10
H 0.01925 0.55635 4.38515 0.04
H -0.08149 0.82763 2.65226 0.04
H 4.19803 -1.53346 2.30532 0.09
H 6.29025 -0.35480 2.88031 0.10
H 6.25293 1.51649 4.50210 0.10
H 4.12908 2.13900 5.61348 0.10
H 2.05860 0.92074 5.10193 0.09
H -0.33102 -1.08592 5.90919 0.08
H -0.33160 -2.25001 8.06437 0.10
H 1.06321 -4.26709 8.39936 0.10
H 2.48177 -5.10232 6.54872 0.10
H 2.47829 -3.95325 4.37215 0.09
H -0.65545 -4.07823 -1.00946 0.08
H -1.40794 -4.12837 -3.36112 0.10
H -3.55803 -3.08186 -3.99634 0.10
H -4.95658 -1.98091 -2.26635 0.11
H -4.23837 -1.95825 0.07379 0.10
H -3.28071 -5.73479 1.54012 0.09
H -5.35674 -6.75933 2.38602 0.10
H -6.89540 -5.44891 3.81780 0.10
H -6.36228 -3.09730 4.37099 0.10
H -4.29684 -2.06328 3.52859 0.08
C 2.65759 1.83961 1.18812 -0.08
O 2.03643 0.67835 0.61926 -0.30
C 2.78536 0.07678 -0.41408 -0.22
C 2.94913 0.93157 -1.64658 -0.20
O 1.72139 1.04173 -2.35655 -0.31
C 1.75340 2.08437 -3.32652 -0.10
H 3.71823 1.64640 1.38386 0.10
H 2.15997 2.03802 2.13493 0.09
H 2.53713 2.71267 0.54508 0.07
H 2.25138 -0.83978 -0.67620 0.13
H 3.78404 -0.18958 -0.04894 0.12
H 3.70429 0.45978 -2.28585 0.13
H 3.30630 1.93136 -1.37822 0.13
H 2.50165 1.87898 -4.09788 0.09
H 1.97001 3.04669 -2.85217 0.09
H 0.76738 2.12776 -3.79020 0.08
I -3.22629 0.23007 -6.89083 0.86
C -1.94730 -0.06963 -5.30068 -0.78
C -0.75165 -0.74375 -5.32198 -0.15
N -0.27085 -0.68878 -4.06217 -0.01
N -1.07786 -0.03154 -3.22792 -0.04
C -2.10911 0.35804 -3.96829 -0.20
H -0.23507 -1.24535 -6.12569 0.12
H 0.59744 -1.04837 -3.71034 0.15
H -2.93460 0.88768 -3.50674 0.10
```

Values from the calculation:
Net charge   0
Largest force on an atom   0.6 eV/Å
LUMO energy   -0.50 eV

***

largest force on an atom of number 1 (C41H42F6N5)?
2.0 eV/Å